No. 1
{
  "formula": "C29H45Cl11I2O2",
  "method": "ωB97M-V/def2-TZVPD",
  "total_energy_ev": -188846.1947,
  "total_charge": 0,
  "e_lumo_ev": -1.47,
  "fmax_ev_per_a": 2.9,
  "e_homo_ev": -8.664,
  "de_lowest_kcal_mol": 0.0,
  "spin_multiplicity": 1,
  "elements": ["H", "Cl", "C", "H", "H", "C", "H", "Cl", "C", "H", "H", "C", "C", "C", "H", "H", "C", "H", "C", "H", "H", "H", "H", "H", "H", "H", "H", "H", "H", "H", "Cl", "C", "C", "C", "Cl", "H", "Cl", "H", "C", "Cl", "H", "H", "H", "O", "C", "C", "H", "H", "C", "C", "H", "H", "Cl", "H", "H", "C", "H", "H", "O", "C", "H", "C", "H", "C", "H", "H", "C", "Cl", "C", "Cl", "I", "C", "C", "H", "Cl", "H", "H", "H", "C", "C", "Cl", "H", "C", "H", "H", "C", "H", "C", "I"],
  "xyz": [[2.32655, 1.65001, -1.08832], [6.42570, -2.45890, -2.32182], [-2.18555, 3.93657, 2.95957], [0.40563, 1.60376, -2.74819], [-5.07577, 3.17091, 3.71024], [-6.80088, 3.29727, -3.19027], [6.82184, -3.25049, 3.47878], [-2.69211, 1.26649, 4.50744], [5.96481, -3.67383, 2.96179], [0.78047, -0.75363, -1.91606], [10.69180, -5.93007, 0.79823], [-5.48073, -1.85616, -0.93734], [-1.69359, 0.21759, 2.23747], [4.95048, -4.69556, -2.87895], [-1.66293, 2.56070, -1.55238], [-8.38259, 4.72439, -3.31040], [-3.66973, 6.51737, 0.09187], [-0.98548, -1.19407, -0.60114], [2.44225, -1.18627, -0.54873], [-3.78261, -2.99082, -0.29644], [9.33593, -5.08245, 1.55485], [4.81927, -5.76263, -2.70846], [5.18641, -4.53644, -3.92767], [6.93886, -4.73534, -2.09642], [-3.56552, -0.03683, -0.79253], [-3.66037, 8.22461, -1.22913], [-4.45981, 2.84662, 2.10928], [0.55281, 2.94102, -1.67175], [6.03212, -4.76047, 3.00420], [1.27181, -2.00840, 1.04533], [-5.40340, 6.65537, 0.47081], [-1.82172, -1.00125, 0.05003], [-7.71549, 4.31174, -2.55584], [-2.07221, 1.48275, 2.94076], [-5.55339, 2.73378, -2.05142], [3.32433, -1.58203, -1.02222], [3.38910, -3.91027, -2.52568], [4.58158, -3.62414, 4.58569], [1.68516, -0.28674, -1.54032], [7.07085, -6.61953, 0.62635], [-7.34899, 2.42858, -3.54396], [3.81481, -3.55257, 2.99371], [-2.91123, -1.29247, -1.78568], [-1.45719, -0.82910, 2.87156], [0.33359, 1.88700, -1.70467], [1.61720, -2.31769, 0.07077], [-1.85724, -1.78627, 0.79192], [-4.32173, -1.77279, 0.85970], [8.82610, -6.93936, 0.58852], [1.40251, 1.09911, -0.96883], [9.04679, -7.58522, 1.43627], [9.04719, -7.47948, -0.32762], [-8.74196, 3.58676, -1.29063], [-7.15038, 5.12292, -2.10337], [1.22997, 1.04117, 0.09977], [-1.85762, 2.66454, 2.34356], [-6.28147, 3.75112, -4.03251], [-5.86561, -0.85366, -0.79525], [-0.57756, 3.64939, 0.60897], [-1.20335, 2.65743, 1.00082], [5.71754, -4.22116, -0.93478], [-3.43213, 4.36800, 3.19621], [2.33012, -0.15232, -2.39775], [-4.66306, 3.63107, 2.82002], [-5.29513, -1.98819, -1.99206], [-3.11322, 6.97884, 0.90690], [-1.34324, 1.45683, 0.16524], [6.08229, -3.21419, 1.24540], [6.02402, -4.16148, -1.97187], [9.49301, -4.64632, -0.75011], [-3.83221, 6.19385, 4.15305], [-3.13720, -1.03530, -0.75964], [9.63864, -5.67530, 0.69575], [2.77750, -0.55485, 0.26269], [-4.06957, 6.35959, -2.59244], [-6.19837, -2.58319, -0.59306], [-1.58586, 0.87125, -1.86524], [-2.24299, 7.17041, -1.34396], [-1.13366, 1.65640, -1.28468], [4.66785, -3.21955, 3.57891], [4.57508, -1.44600, 3.71780], [2.27623, -3.15726, 0.24801], [-3.32211, 7.19249, -1.20561], [0.80958, -2.66755, -0.55250], [-3.43241, 5.45685, 0.06618], [-1.60800, 0.28588, 0.76301], [-5.41520, 4.30805, 2.44998], [-4.16474, -1.98385, -0.18889], [-0.48044, 5.09297, 3.42917]],
  "forces_ev_per_angstrom": [[0.3, 0.3, 0.2], [0.0, 0.0, 0.0], [-0.1, 1.3, 0.4], [0.0, 0.0, -0.4], [-0.2, -0.2, 0.3], [0.0, 0.1, -0.1], [0.0, 0.1, 0.0], [-0.1, 0.2, 0.3], [0.0, -0.1, 0.0], [-0.3, -0.2, 0.0], [0.0, 0.0, 0.0], [0.5, 0.1, 0.3], [0.6, -1.9, 1.5], [0.0, 0.0, 0.0], [-0.3, 0.3, -0.2], [0.0, 0.0, 0.0], [0.1, -0.1, 0.1], [0.4, -0.1, -0.2], [-0.7, 0.1, -0.1], [0.1, -0.4, 0.2], [-0.1, 0.0, 0.0], [0.0, 0.0, 0.1], [0.0, 0.1, 0.0], [0.0, 0.0, 0.0], [-0.1, 0.3, 0.0], [0.0, 0.0, 0.0], [0.0, -0.2, -0.4], [0.0, 0.4, 0.2], [0.0, 0.0, 0.0], [-0.6, 0.0, 0.2], [-0.1, 0.0, 0.0], [-0.3, -0.1, -0.2], [0.0, 0.1, 0.0], [0.3, -0.1, -0.3], [0.1, -0.1, 0.1], [0.3, -0.2, -0.2], [-0.1, -0.1, -0.2], [0.0, 0.0, 0.0], [0.3, 0.0, 0.3], [0.0, -0.1, 0.0], [0.0, 0.0, 0.1], [0.0, 0.0, 0.0], [0.0, -0.2, -0.4], [-0.7, 2.4, -1.4], [-0.1, -0.4, -0.1], [0.9, 0.2, 0.2], [0.2, -0.3, 0.1], [0.1, 0.0, 0.4], [0.0, -0.1, 0.1], [0.2, 0.0, -0.3], [0.0, 0.0, 0.0], [0.0, 0.0, -0.1], [0.0, 0.0, 0.0], [0.0, 0.0, 0.1], [-0.3, 0.0, 0.3], [-0.2, -0.6, 0.2], [0.0, 0.0, 0.0], [-0.3, 0.2, 0.0], [-1.2, -1.4, 0.3], [1.1, 1.6, -0.3], [0.0, 0.0, 0.0], [0.8, 0.2, -0.1], [0.0, 0.1, -0.5], [-0.1, -0.1, 0.4], [-0.1, -0.1, -0.5], [-0.1, 0.0, 0.0], [-0.1, -0.4, 0.4], [0.1, 0.2, 0.2], [0.1, -0.2, -0.1], [0.0, 0.0, 0.0], [0.0, -0.2, 0.0], [0.3, 0.4, 0.3], [0.1, 0.0, 0.0], [0.4, 0.2, 0.2], [0.0, 0.0, -0.2], [-0.4, -0.2, 0.0], [-0.1, -0.5, -0.1], [0.0, -0.1, -0.1], [0.3, 0.4, -0.3], [0.0, 0.0, 0.1], [0.0, 0.0, 0.0], [0.1, -0.4, 0.1], [0.0, 0.0, 0.0], [-0.3, 0.0, -0.2], [0.0, 0.0, -0.1], [0.0, 0.0, -0.1], [-0.2, 0.2, -0.3], [-0.2, 0.1, -0.5], [-0.1, -0.2, 0.1]],
  "mulliken_charge": [0.394, -0.169, -1.212, 0.535, 0.405, -0.675, 0.350, -0.173, -0.468, 0.571, 0.342, -1.365, -0.442, -0.552, 0.446, 0.334, 0.055, -0.688, -0.349, 0.347, 0.256, 0.312, 0.366, 0.269, 0.082, 0.365, 0.238, 0.476, 0.200, 0.344, -0.178, -0.368, -0.225, 1.307, -0.042, 0.141, -0.148, 0.359, -0.779, -0.145, 0.374, 0.281, 0.523, -0.649, -1.210, -1.329, 0.743, 0.312, -0.563, -1.005, 0.336, 0.345, -0.198, 0.147, 0.600, -0.221, 0.279, 0.294, -0.643, 1.094, -0.079, 0.247, 0.404, -1.465, 0.336, 0.288, 0.949, -0.111, -0.033, -0.164, 0.125, -0.670, -0.391, 0.398, -0.174, 0.412, 0.402, 0.361, -1.384, -0.423, -0.191, 0.355, -0.578, 0.395, -0.130, 0.875, 0.478, -0.385, 0.122]
}

=====

No. 2
{
  "formula": "C29H45HgO15",
  "method": "ωB97M-V/def2-TZVPD",
  "total_energy_ev": -65683.9965,
  "total_charge": 1,
  "e_lumo_ev": -1.52,
  "fmax_ev_per_a": 1.9,
  "e_homo_ev": -9.443,
  "de_lowest_kcal_mol": 0.0,
  "spin_multiplicity": 1,
  "elements": ["C", "H", "H", "O", "O", "H", "Hg", "H", "C", "C", "C", "H", "H", "H", "C", "C", "C", "O", "C", "H", "C", "H", "C", "C", "C", "C", "H", "C", "H", "H", "H", "H", "H", "C", "H", "O", "C", "H", "C", "H", "H", "H", "O", "H", "H", "H", "H", "O", "H", "H", "O", "C", "H", "C", "H", "H", "H", "H", "H", "H", "C", "C", "C", "O", "O", "H", "H", "H", "H", "C", "O", "C", "H", "H", "H", "C", "O", "H", "C", "O", "C", "H", "C", "H", "H", "C", "O", "O", "H", "O"],
  "xyz": [[-0.43236, 3.98810, -0.83944], [0.04194, -1.86990, -5.86671], [-0.52807, -5.59863, 1.42027], [-1.59347, -1.86215, 3.49673], [-0.42685, 4.90264, 0.16551], [0.32880, 3.43530, 2.38481], [0.06184, 0.62671, -0.16823], [4.96169, 1.09062, -3.98325], [-2.04491, -1.99216, -5.01671], [4.70305, 2.49150, -2.33784], [-5.34424, -1.37092, 0.17804], [-2.87098, -4.53722, 1.02028], [4.25276, 2.65798, -4.47269], [-3.15079, -2.01303, 4.84870], [-4.24997, -0.67894, 1.04579], [-2.05619, -0.13471, 4.98983], [-2.13001, -1.63896, 4.82349], [-2.34913, 0.56123, 0.21934], [2.87175, -1.19774, 1.03594], [-5.19704, -1.30123, -1.99932], [-1.99880, -4.54648, 0.36917], [-0.81808, 1.21660, 3.75978], [-1.23548, -0.45226, -3.37708], [-2.25965, -1.54449, -3.59248], [-0.77159, -1.26478, -5.47008], [0.25650, -3.75571, 0.39777], [0.95384, 3.74235, -2.46532], [-5.27595, -0.63548, -1.13716], [-5.01606, -2.40652, 0.09782], [-2.87660, -1.86827, -5.70423], [0.15723, -0.01301, 4.72434], [1.86558, -1.46092, 2.88298], [0.27687, 6.80379, 0.20348], [4.07596, -1.58967, 3.05324], [-2.85198, 0.45965, 4.54092], [2.93329, 1.47807, -3.44576], [0.33888, 4.52892, -2.04058], [-1.01632, -0.60953, -6.31201], [1.24352, 2.82482, 2.37595], [4.36956, 3.52466, -2.24090], [-6.13626, 0.00602, -1.33221], [-3.72614, -1.34206, 1.72865], [1.51296, 1.26867, -1.76395], [3.91607, -2.14156, 3.97723], [1.33290, 2.48984, 3.42732], [3.68368, 2.12602, -0.41500], [4.32252, 0.66768, -1.11700], [-0.86113, 2.88599, -0.68194], [1.53615, 5.58537, 0.62635], [-0.96348, -4.10404, 2.21234], [3.95063, -1.97919, 0.71593], [3.89148, 1.63922, -1.36826], [2.71584, 0.07662, 2.71040], [-0.89467, -0.79192, 3.07459], [-2.09425, -2.29046, -2.81841], [-6.35345, -1.29674, 0.57475], [2.12790, 3.46629, 2.24373], [-1.99487, 0.20804, 6.02296], [-3.23198, -1.07114, -3.45173], [4.31968, -3.49247, 2.02167], [-0.73513, -4.54140, 1.24244], [-0.67987, -2.79726, -0.28022], [0.66800, 5.80772, 0.01042], [-0.34548, -0.45151, -4.37689], [-1.91543, -3.33006, -0.40300], [5.75593, 2.39623, -2.07793], [-4.72617, 0.05091, 1.71010], [-2.02154, -5.45339, -0.23383], [2.10718, 5.62556, -1.64984], [-3.43955, 0.08940, 0.04205], [1.22143, 1.84506, 1.39806], [2.63894, 1.45323, -2.17067], [-1.43872, -2.20790, 5.44649], [0.62073, 6.67084, -1.94438], [4.78532, -0.78821, 3.25655], [-0.76973, 0.22800, 4.20445], [-0.46596, -1.69454, -0.70761], [0.92770, -4.33691, -0.23336], [2.78150, -0.99558, 2.52001], [2.10115, -0.81779, 0.21595], [4.29361, 1.90016, -3.69580], [0.95654, -3.21061, 1.03186], [1.04444, 5.78553, -1.48199], [-1.82150, -3.06255, -5.01301], [-0.36196, 4.88392, -2.79611], [4.61231, -2.44955, 1.88816], [-4.08634, 0.14524, -1.10781], [-0.44261, -0.69841, 1.96981], [5.67391, -2.26460, 1.74420], [-1.19084, 0.31807, -2.45988]],
  "forces_ev_per_angstrom": [[1.3, 0.3, 0.2], [0.1, -0.3, 0.7], [0.6, 0.2, 0.1], [-0.4, -0.2, -0.8], [0.2, -0.5, 0.0], [0.1, 0.3, -0.1], [0.0, 1.0, 1.5], [-0.4, -0.3, -0.1], [0.9, -1.7, -0.1], [0.4, -0.6, 0.5], [0.7, -0.2, 0.9], [-0.3, 0.3, -0.4], [0.0, -0.2, -0.1], [0.2, -0.3, 0.1], [-1.7, 0.2, 0.3], [1.3, 1.1, 0.7], [0.2, 0.3, -0.5], [-0.1, 0.3, 0.1], [0.5, -0.7, 0.7], [0.0, 0.0, 0.1], [0.4, 0.0, 0.9], [0.5, 0.1, 0.2], [-0.1, -0.2, 0.2], [-0.5, 1.1, 0.0], [-0.6, 0.7, -1.0], [0.3, 0.2, 1.6], [0.1, 0.0, 0.0], [-0.2, -0.2, -0.7], [-0.5, -0.1, -0.3], [-0.1, 0.3, 0.2], [0.0, 0.4, 0.1], [0.0, -0.1, 0.0], [0.2, -0.1, 0.6], [0.1, 0.1, 0.1], [-0.4, -0.6, -0.1], [-0.2, -0.1, -1.6], [-0.8, 0.7, 0.4], [0.0, 0.3, 0.2], [-0.5, 0.0, -0.3], [0.2, 0.1, -0.1], [0.1, 0.2, 0.2], [0.5, -0.1, -0.4], [0.5, 0.2, -1.2], [0.2, -0.1, -0.1], [0.0, -0.6, 0.0], [-0.2, 0.0, -0.1], [0.0, -0.1, -0.3], [-0.9, 0.0, -0.2], [-0.4, -0.4, 0.4], [0.3, 0.4, -0.1], [-0.8, 0.7, -0.3], [-0.3, 0.6, 0.5], [-0.3, 0.0, -0.1], [0.4, 0.9, 0.5], [-0.1, -0.1, -0.1], [0.1, -0.3, 0.3], [-0.1, 0.3, -0.1], [0.0, -0.3, 0.1], [0.0, -0.2, 0.2], [0.5, -0.1, -0.1], [-0.6, -1.3, -0.2], [0.2, 0.4, -0.8], [-0.2, 1.0, -1.1], [0.4, 0.2, -0.1], [-0.1, -0.4, 0.3], [0.1, 0.3, -0.5], [0.1, 0.2, -0.1], [-0.1, 0.3, -0.5], [0.1, 0.8, 0.1], [0.5, -0.8, 0.6], [0.4, -0.9, -0.4], [0.0, -0.8, 1.5], [-0.4, 0.2, 0.6], [0.5, 0.1, -0.3], [0.0, 0.0, 0.1], [-1.3, -0.9, -0.7], [0.0, -0.4, -0.2], [-0.6, -0.1, -0.5], [0.5, 0.3, 0.1], [-0.1, 0.1, -1.2], [0.3, 0.9, 0.9], [-0.2, 0.3, -0.1], [-0.1, -1.2, -0.2], [-0.2, 0.0, -0.1], [-0.2, -0.5, -0.1], [-0.4, 0.4, 0.7], [0.3, 0.6, -0.9], [-0.1, -0.9, -0.1], [0.0, -0.6, 0.0], [0.2, 0.1, 0.0]],
  "mulliken_charge": [0.284, 0.378, 0.451, -0.328, -0.391, 0.303, 4.052, 0.317, -0.715, -0.568, -0.625, 0.308, 0.349, 0.314, 0.104, -0.698, -0.550, -0.608, -0.111, 0.246, -0.609, 0.021, 0.318, 0.708, -0.510, 0.238, -0.199, -0.363, 0.152, 0.328, 0.263, -0.450, 0.375, -0.837, 0.300, -0.397, 0.053, 0.245, -1.210, 0.186, 0.341, -0.120, -0.856, 0.338, 0.233, 0.152, 0.255, -0.357, 0.204, 0.013, -0.451, -0.204, -0.126, -0.315, -0.203, 0.324, 0.289, 0.412, -0.108, 0.295, -0.501, 0.080, -0.346, -0.382, -0.341, 0.382, 0.430, 0.332, 0.229, 0.150, -0.758, 0.109, 0.366, 0.280, 0.326, -0.037, -0.403, 0.458, 1.160, -0.198, -0.536, -0.497, -0.575, 0.257, 0.376, -0.486, -0.402, 0.338, 0.370, -0.420]
}